No. 1
The following is a DFT calculation (ωB97M-V/def2-TZVPD) of 3 unconnected molecules or ions with the total composition C44H70BBr2N4O5PS.

XYZ file:
```
128
Properties=species:S:1:pos:R:3:forces:R:3:mulliken_charge:R:1
C -5.0585 0.8320 4.2945 -0.07 -0.23 0.07 -1.000
C -3.5759 1.2848 4.8092 -1.06 -0.42 0.40 -0.183
C -3.4589 2.8754 4.9999 0.08 -0.04 0.16 -0.813
C -2.5652 3.6160 3.8856 -0.06 -1.18 -0.26 -0.318
C -3.0037 3.2277 2.3652 0.14 -0.30 0.89 0.151
C -2.1078 4.0480 1.3238 -0.56 0.54 0.29 -0.508
C -2.4506 3.7900 -0.2235 0.00 0.07 0.10 -0.918
C -2.8525 2.2768 -0.5888 -0.19 -0.66 -0.28 -0.073
C -2.1163 1.6929 -1.8869 2.12 -1.38 -2.56 0.101
C -0.5609 1.4464 -1.7806 -0.72 -0.49 -2.31 0.326
C 0.2994 1.7944 -0.4679 0.41 -0.24 -0.85 -0.002
C 0.9432 0.4822 0.2432 -1.48 0.63 1.05 0.627
C -0.1921 -0.6676 0.2190 0.81 0.19 -0.19 -0.886
C 1.1903 0.9106 1.7946 -0.27 -0.04 -0.75 -1.015
C 0.2076 0.8406 -2.9781 -2.81 0.19 -0.35 0.179
C -0.5449 0.4680 -4.3130 -1.07 0.75 2.11 0.155
C -2.0725 0.7052 -4.4630 2.77 0.85 2.61 -0.315
C -2.8042 0.2890 -5.8157 0.32 -0.49 0.51 -1.016
C -3.1462 1.5045 -6.7982 0.69 0.05 0.76 -0.388
S -4.0489 0.8929 -8.3376 -1.20 -1.21 1.29 -0.124
C -5.2068 -0.4511 -7.7816 -1.40 -5.07 0.93 0.343
N -5.0534 -1.8808 -7.9444 -0.16 4.01 0.50 -0.170
N -6.0857 -2.5807 -7.3838 -2.31 4.98 1.51 -0.365
C -6.9707 -1.5932 -6.8266 3.80 -1.52 -2.34 0.075
O -6.4524 -0.3166 -7.0878 0.33 -1.27 0.07 -0.227
C -2.8184 1.3227 -3.2177 2.52 -0.20 0.19 0.576
B -4.4360 1.5144 -3.4105 -0.59 0.47 -0.21 0.831
C -5.5208 0.4628 -2.7765 0.45 0.53 -0.83 -0.839
O -4.9812 2.6048 -4.1863 1.05 -0.87 1.96 -0.769
C 0.3651 -0.1995 -5.4657 -0.12 0.68 -1.11 -0.333
O 0.2721 0.1181 -6.6752 0.23 -1.24 4.16 -0.475
C 1.4367 -1.2723 -4.9079 1.48 -1.48 1.16 0.153
C 2.1887 -0.8999 -3.5765 0.20 -2.11 -1.10 0.441
C 3.2194 -1.8356 -2.9020 -2.30 -0.74 -3.92 -0.793
C 3.4877 -3.2044 -3.6063 -1.64 1.70 -0.93 0.679
C 4.5060 -4.2541 -2.9647 -0.72 -0.18 0.52 -1.065
C 2.7345 -3.5926 -4.9343 -1.38 3.28 0.45 0.396
P 3.0861 -5.2934 -5.6780 -0.34 -1.08 1.73 0.324
O 1.5801 -6.1437 -5.4764 1.22 1.23 -0.14 -0.497
Br 3.4789 -5.1963 -7.9003 -0.69 0.27 0.68 -0.247
C 1.7031 -2.6300 -5.6075 1.60 1.92 3.59 -0.243
Br 0.6866 -3.0310 -7.2550 1.11 0.23 1.88 -0.124
C 1.7880 0.5205 -2.9185 0.78 1.10 0.24 -0.098
O 2.6400 1.3132 -2.4422 -2.94 -3.02 -1.52 -0.529
H -5.7265 1.7346 4.0567 1.09 -1.28 0.21 0.283
H -5.6157 0.2344 5.1076 0.94 0.92 -1.21 0.292
H -5.0053 0.1500 3.3713 -0.07 1.10 1.31 0.227
H -2.7903 0.8355 4.1107 -0.94 0.81 1.02 0.140
H -3.4602 0.7860 5.8400 0.11 0.77 -1.61 0.378
H -4.5175 3.3021 4.9942 1.36 -0.47 -0.02 0.384
H -3.0469 3.0607 6.0652 -0.46 -0.04 -1.82 0.217
H -2.5658 4.7456 4.0387 0.06 -1.48 -0.18 0.186
H -1.4974 3.1847 4.0057 -1.47 1.01 -0.16 0.137
H -2.8527 2.0816 2.3096 -0.09 1.84 -0.22 -0.115
H -4.1395 3.3768 2.1972 1.80 0.07 0.22 0.232
H -2.3310 5.1674 1.5199 0.45 -1.71 -0.28 0.413
H -0.9921 3.9173 1.5707 -1.63 -0.04 -0.43 0.175
H -1.5586 4.0932 -0.8730 -1.27 -0.28 0.92 0.277
H -3.3447 4.4768 -0.4811 1.48 -1.12 0.24 0.446
H -4.0038 2.2546 -0.6749 1.80 -0.24 -0.21 0.332
H -2.6108 1.5315 0.2622 -0.26 1.38 -1.27 -0.471
H 1.1405 2.5004 -0.8249 -1.29 -1.08 0.71 0.456
H -0.2952 2.3348 0.3411 0.51 -0.80 -1.37 -0.840
H 1.9213 0.1623 -0.2475 -1.44 0.40 0.67 0.162
H -0.1739 -1.1631 -0.8207 -0.36 0.60 1.71 0.221
H -1.2094 -0.1851 0.4351 1.40 -0.71 -0.47 -0.002
H -0.0116 -1.4354 1.0442 -0.11 0.89 -1.22 0.441
H 1.4445 2.0283 1.8440 0.03 -1.68 0.05 0.275
H 0.2119 0.7869 2.3924 1.47 0.04 -0.92 0.128
H 2.0057 0.2483 2.2371 -1.09 1.08 -0.36 0.371
H -2.1239 -0.4343 -6.4033 -1.05 1.19 1.00 0.473
H -3.7194 -0.3447 -5.5131 1.10 1.22 -0.60 0.346
H -3.6780 2.3867 -6.3013 0.43 -1.58 -0.67 0.297
H -2.1488 1.9257 -7.1987 -1.54 -0.83 0.39 0.361
H -7.9413 -1.8226 -6.2565 1.83 0.94 -1.10 0.341
H -6.2879 1.0902 -2.1968 1.00 -1.14 -0.74 0.271
H -6.0498 -0.0120 -3.6912 0.65 0.51 1.60 0.235
H -4.9784 -0.3096 -2.1371 -1.08 0.91 -0.83 0.241
H -4.5323 3.4494 -3.9642 -0.05 -0.81 -0.63 0.323
H 3.7217 -1.4912 -1.9428 -0.66 -0.72 -1.49 0.295
H 4.7323 -4.0139 -1.8571 -0.41 -0.07 -1.86 0.161
H 5.4934 -4.3287 -3.5278 -1.42 0.17 0.63 0.318
H 4.0124 -5.2995 -2.9474 0.91 1.68 -0.16 0.237
H 1.4939 -6.4189 -4.5334 0.31 0.33 -0.94 0.329
C 1.5802 9.2701 6.2309 -0.03 -0.05 -0.08 -1.407
C 1.0799 7.9219 6.7407 0.05 0.13 -0.17 -0.332
N 0.0616 7.3059 5.8962 -0.34 -0.11 0.01 0.119
C -0.5761 6.1478 6.5194 -0.10 0.19 0.19 -0.531
C 0.2949 4.9235 6.7968 -0.09 -0.32 0.03 -0.961
C 0.4090 7.1367 4.4885 0.08 0.30 -0.06 -0.554
C 1.6424 6.2949 4.1599 0.09 -0.15 -0.23 -0.900
H 0.7560 9.9786 6.1170 0.03 -0.09 -0.05 0.326
H 2.2910 9.6924 6.9456 -0.05 -0.06 -0.03 0.433
H 2.0994 9.1796 5.2744 -0.04 0.03 0.03 0.295
H 0.6533 8.0961 7.7341 -0.13 -0.23 -0.09 0.432
H 1.9446 7.2614 6.8821 0.13 -0.02 0.08 0.261
H -1.4357 5.8385 5.9141 0.13 0.12 -0.12 0.206
H -1.0113 6.4751 7.4718 0.13 0.13 -0.08 0.364
H 0.4945 4.3566 5.8870 0.09 0.03 0.05 0.107
H -0.2343 4.2490 7.4779 0.04 0.05 -0.03 0.420
H 1.2454 5.1809 7.2682 -0.05 0.01 -0.05 0.340
H 0.5463 8.1291 4.0465 0.02 -0.01 0.17 0.356
H -0.4516 6.7241 3.9496 -0.05 -0.04 0.27 0.217
H 2.4861 6.5080 4.8204 -0.07 0.00 -0.01 0.276
H 1.9677 6.5081 3.1382 0.00 0.01 0.03 0.388
H 1.4259 5.2272 4.2037 0.10 0.03 0.09 0.156
C 4.7844 -5.8464 1.0667 0.04 -0.06 0.01 -1.489
C 4.2135 -7.1181 0.4467 0.18 0.07 0.12 -0.350
N 5.2226 -8.0213 -0.0961 0.07 -0.11 -0.32 0.145
C 4.6518 -9.1042 -0.8957 -0.07 0.18 -0.16 -0.610
C 3.7618 -10.1218 -0.1820 -0.07 -0.28 -0.08 -0.975
C 6.2858 -8.4230 0.8202 0.12 0.28 0.10 -0.699
C 5.8774 -9.1417 2.1064 0.11 -0.17 0.18 -0.959
H 5.3866 -5.2913 0.3427 0.04 -0.10 0.05 0.313
H 3.9676 -5.1975 1.3930 0.02 -0.07 -0.03 0.419
H 5.3987 -6.0578 1.9444 0.00 0.03 -0.06 0.359
H 3.5490 -6.8050 -0.3660 0.06 -0.25 -0.08 0.442
H 3.5823 -7.6155 1.1937 -0.13 0.02 0.08 0.216
H 5.4596 -9.6396 -1.4067 0.07 0.12 0.16 0.393
H 4.0643 -8.6507 -1.7040 0.04 0.12 0.13 0.275
H 4.3483 -10.8300 0.4035 -0.08 0.07 0.06 0.217
H 3.2127 -10.7077 -0.9260 0.03 0.06 0.06 0.419
H 3.0236 -9.6507 0.4700 0.06 -0.01 -0.02 0.259
H 6.8578 -7.5308 1.0955 -0.16 0.03 -0.05 0.375
H 7.0100 -9.0463 0.2842 -0.24 0.03 -0.15 0.350
H 5.0045 -8.6893 2.5830 0.04 -0.01 -0.06 0.246
H 6.6995 -9.0975 2.8255 -0.03 0.01 -0.02 0.366
H 5.6709 -10.1975 1.9309 -0.11 0.07 0.05 0.284
```
Forces are in eV/Å.

Calculated values
SMILES: CCCCCCCCc1c(CC(C)C)c2c(c(CCSc3nnco3)c1B(C)O)C(=O)c1c(cc(C)c(P(O)Br)c1Br)C2=O.CCN(CC)CC.CCN(CC)CC
Orbital gap (eV): 6.915
Electronic energy (Ha): -8225.7687
Spin multiplicity: 1
HOMO energy (Ha): -0.3038
Max |F| (eV/A): 5.694


No. 2
The following is a DFT calculation (ωB97M-V/def2-TZVPD) of a single C4H8O2 molecule.

XYZ file:
```
14
Properties=species:S:1:pos:R:3:forces:R:3:mulliken_charge:R:1
C -0.0472 1.3637 1.7432 0.06 0.08 0.38 -0.700
O -0.9500 1.3657 0.6544 -0.54 0.21 0.23 -0.371
C -0.7876 0.3325 -0.2095 -0.85 0.11 0.06 -0.392
C -0.8216 -0.9716 0.0580 0.11 0.80 0.04 -0.066
O -0.1912 -1.7637 -0.8555 0.59 1.14 -1.17 -0.385
C 0.8810 -1.0110 -1.6286 -0.22 -1.10 0.16 -0.703
H -0.2784 2.2697 2.3020 0.12 -0.07 0.10 0.239
H -0.1814 0.4892 2.3907 -0.02 0.15 -0.08 0.310
H 1.0044 1.3916 1.4158 -0.28 -0.01 -0.10 0.301
H -0.8068 0.6011 -1.2581 0.57 0.48 0.18 0.484
H -1.3613 -1.4243 0.8949 0.83 -0.20 -0.11 0.402
H 0.8245 0.0260 -2.0481 -0.93 -1.01 0.69 0.312
H 1.7622 -1.0017 -0.9808 -0.05 -0.28 -0.13 0.310
H 0.9535 -1.6672 -2.4783 0.62 -0.29 -0.24 0.259
```
Forces are in eV/Å.

Calculated values
ΔE to the lowest compared entry with this formula, charge and spin (kcal per mole): 88.3
SMILES: CO/C=C/OC
Orbital gap (eV): 8.915
Electronic energy (Ha): -307.5717
Spin multiplicity: 1
HOMO energy (Ha): -0.2915
Max |F| (eV/A): 1.738


No. 3
The following is a DFT calculation (ωB97M-V/def2-TZVPD) of a molecular structure, C21H24ErN2O2P2.

XYZ file:
```
52
Properties=species:S:1:pos:R:3:forces:R:3:lowdin_spin:R:1
C 3.1766 1.9849 0.7420 0.03 -0.10 -0.01 0.000
C 2.0728 1.4097 0.1141 -0.20 -0.59 0.34 0.000
C 1.6805 0.1115 0.5383 0.21 0.58 -0.01 0.001
C 2.4709 -0.6272 1.4112 0.15 0.36 0.18 0.000
C 3.5621 -0.0265 2.0377 0.07 0.04 -0.35 0.000
C 3.9017 1.2858 1.7114 0.06 -0.04 0.09 0.000
C 1.9916 -2.0170 1.8109 0.23 0.65 -4.02 0.000
C 1.1086 -2.6464 0.7379 0.00 -0.30 0.19 0.000
C 0.3492 -1.8014 -0.0600 -0.66 0.10 -0.25 -0.001
C -0.5633 -2.3305 -1.0156 0.21 0.38 0.53 0.000
C -0.7402 -3.7131 -1.0492 0.03 -0.14 0.06 0.000
C -0.0269 -4.5553 -0.1917 0.01 -0.05 -0.04 0.000
C 0.9028 -4.0237 0.7008 0.09 0.16 -0.32 0.000
H 3.4681 3.0023 0.4687 0.00 -0.33 0.09 0.000
H 4.1203 -0.5984 2.7830 -0.02 0.28 -0.24 0.000
H 4.7390 1.7683 2.2146 -0.23 -0.12 -0.15 0.000
H 2.8701 -2.6564 1.9558 -0.28 0.08 0.35 0.000
H -1.4539 -4.1368 -1.7608 0.26 0.07 0.20 0.000
H -0.1937 -5.6313 -0.2251 0.03 0.28 -0.01 0.000
H 1.4749 -4.6574 1.3821 -0.21 0.04 -0.28 0.000
N 0.4116 -0.4044 0.1868 2.27 -1.36 -2.36 -0.009
Er -1.1894 0.4715 0.9578 -1.54 0.62 2.60 3.023
C 1.3090 2.1332 -0.9763 -0.33 -0.02 0.12 0.000
H 1.2310 1.5110 -1.8836 0.15 0.13 0.29 0.000
H 1.8208 3.0727 -1.2270 -0.05 -0.28 -0.07 0.000
C -1.3411 -1.4116 -1.9427 -0.14 0.20 0.15 0.000
H -0.6834 -0.6363 -2.3698 -0.14 -0.28 0.09 0.000
H -1.7975 -1.9848 -2.7620 0.21 0.10 0.12 0.000
P -0.4532 2.6113 -0.5486 1.46 0.84 -0.61 -0.003
P -2.7603 -0.5038 -1.1117 0.09 -1.12 -1.20 -0.002
C -3.9121 -1.8820 -0.8098 -0.35 0.08 0.25 0.000
H -4.7364 -1.4993 -0.1931 0.07 -0.26 -0.19 0.000
H -4.3142 -2.2680 -1.7564 0.13 0.07 0.25 0.000
H -3.4141 -2.6904 -0.2619 -0.07 0.17 -0.10 0.000
C -3.5309 0.3383 -2.5308 -0.16 0.31 0.06 0.000
H -3.8203 -0.3940 -3.2981 0.12 0.21 0.23 0.000
H -4.4283 0.8580 -2.1696 0.16 -0.07 -0.22 0.000
H -2.8458 1.0799 -2.9615 -0.21 -0.24 0.09 0.000
C -0.1620 4.2158 0.2837 -0.49 0.06 0.45 -0.001
H -0.2067 5.0350 -0.4457 0.10 -0.22 0.25 0.000
H -0.9497 4.3489 1.0364 0.29 0.20 -0.13 0.000
H 0.8075 4.2160 0.7985 -0.28 -0.08 -0.10 0.000
C -1.0514 3.1541 -2.1848 -0.40 -0.05 -0.15 0.000
H -2.1449 3.0672 -2.1960 0.23 0.20 -0.18 0.000
H -0.7702 4.2023 -2.3514 -0.07 -0.37 -0.10 0.000
H -0.6340 2.5235 -2.9799 -0.14 0.14 0.15 0.000
C 1.1883 -1.8650 3.0044 0.41 -0.39 0.46 0.000
O 0.1190 -1.3078 3.1320 0.47 -0.44 0.25 0.000
H 1.9106 -2.4230 3.6063 -1.44 0.21 3.03 0.000
O 1.3283 2.3947 4.0052 -1.36 -0.41 -1.20 0.000
C 0.4803 2.1002 3.2253 0.75 0.16 0.56 0.000
N -0.3719 1.7960 2.4182 0.51 0.53 0.89 -0.007
```
Forces are in eV/Å.

Calculated values
ΔE to the lowest compared entry with this formula, charge and spin (kcal per mole): 31.3
Net charge: +1
<S²>: 3.75
Orbital gap (alpha / beta) (eV): 7.321 / 7.411
Electronic energy (Ha): -2772.2414
Spin multiplicity: 4
HOMO energy (alpha / beta) (Ha): -0.3918 / -0.3922
Max |F| (eV/A): 4.077


No. 4
The following is a DFT calculation (ωB97M-V/def2-TZVPD) of a single C7H10N2Si molecule.

XYZ file:
```
20
Properties=species:S:1:pos:R:3:forces:R:3:mulliken_charge:R:1
Si 2.6093 0.2164 1.0931 -1.04 0.04 1.78 0.230
N 1.0765 0.8709 0.7511 -3.26 -2.55 -1.68 0.054
C 0.9780 1.8017 -0.3771 -3.10 0.54 1.87 -0.649
N 0.3435 1.0585 -1.4428 -2.31 0.85 -3.01 -0.333
C -0.5111 0.1463 -0.8628 -1.61 -0.52 -0.99 1.120
C -1.6858 -0.4348 -1.4561 2.51 0.02 2.20 -1.044
C -2.2588 -1.3954 -0.6775 0.95 0.54 1.87 -0.356
C -1.8546 -1.7420 0.6197 -0.30 1.33 -2.18 -0.836
C -0.8058 -1.0680 1.1749 1.33 -1.25 0.95 -0.359
C -0.1253 -0.1594 0.4276 2.22 3.12 -0.43 -0.102
H 2.1904 -1.0442 1.7678 0.73 -0.43 -0.59 -0.123
H 2.8679 1.0201 2.3357 1.24 0.00 -0.58 -0.062
H 3.2918 0.3717 -0.2038 0.89 -0.36 0.32 -0.079
H 1.8510 2.1649 -0.7861 2.36 0.92 -0.17 0.448
H 0.3651 2.6271 0.1196 0.37 -0.30 -1.46 0.241
H -0.1981 1.5089 -2.2941 2.07 -0.47 2.50 0.305
H -2.1614 -0.2700 -2.3806 0.16 0.76 -1.17 0.345
H -3.1352 -1.7666 -1.0191 -2.62 -1.56 -1.05 0.441
H -2.4586 -2.3963 1.1560 -0.60 -1.26 0.95 0.435
H -0.3785 -1.5098 2.0545 0.01 0.57 0.85 0.322
```
Forces are in eV/Å.

Calculated values
ΔE to the lowest compared entry with this formula, charge and spin (kcal per mole): 18.4
SMILES: [SiH3]N1CNc2ccccc21
Orbital gap (eV): 8.501
Electronic energy (Ha): -671.6557
Spin multiplicity: 1
HOMO energy (Ha): -0.2777
Max |F| (eV/A): 4.466